(1)
Formula: C36H23N3O9S
Source: the Open Molecules 2025 dataset
Level of theory: ωB97M-V with the def2-TZVPD basis set

Structure (XYZ):
```
72
Properties=species:S:1:pos:R:3
N -0.7286 -0.9363 -3.2798
C -1.5725 -0.2669 -2.8750
O -2.3135 0.8024 -2.4750
C -1.5092 1.7144 -1.6292
O -2.0659 2.9733 -2.0146
C -1.5707 3.0931 -3.3596
O -2.1465 3.5345 -4.2847
O -0.2738 2.5834 -3.3360
C -0.0254 1.9020 -2.0813
C 0.8620 2.9920 -1.2951
C 2.3204 2.8480 -1.8929
S 3.5532 4.0349 -1.1706
C 2.5980 4.8662 0.1488
N 2.0148 6.0810 0.1022
N 1.4142 6.1919 1.3264
C 1.6310 5.0680 2.0476
O 2.4141 4.1646 1.3266
H -1.7443 1.3496 -0.5989
H 0.6529 1.0111 -2.0754
H 0.3951 3.9961 -1.5070
H 0.8104 2.7998 -0.1862
H 2.6894 1.8121 -1.6662
H 2.2640 3.0547 -2.9919
H 1.2422 4.8590 3.0689
C 4.2530 2.3635 2.9452
C 5.1675 2.1933 3.9813
C 6.1476 1.2143 3.8881
C 6.2081 0.3951 2.7631
C 5.2750 0.5524 1.7373
C 4.3062 1.5454 1.8281
C 5.2938 -0.3428 0.5547
O 4.4809 -0.2015 -0.3415
C 6.3137 -1.4172 0.4872
C 6.3100 -2.3023 -0.5879
C 7.2683 -3.3027 -0.6666
C 8.2404 -3.4179 0.3236
C 8.2450 -2.5419 1.3997
C 7.2767 -1.5455 1.4899
C 7.2698 -0.6367 2.6631
O 8.1158 -0.7389 3.5306
H 3.4950 3.1306 3.0126
H 5.1170 2.8259 4.8602
H 6.8614 1.0874 4.6937
H 3.5877 1.6798 1.0280
H 5.5577 -2.2154 -1.3632
H 7.2604 -3.9938 -1.5017
H 8.9928 -4.1954 0.2572
H 9.0008 -2.6386 2.1703
C -7.4855 -3.7057 3.0820
C -8.4799 -4.3346 2.3375
C -8.5416 -4.1506 0.9636
C -7.6158 -3.3270 0.3293
C -6.6338 -2.6774 1.0790
C -6.5647 -2.8785 2.4553
C -5.6708 -1.7580 0.4241
O -4.8115 -1.1939 1.0764
C -5.7787 -1.5315 -1.0377
C -4.9197 -0.6285 -1.6574
C -5.0018 -0.4178 -3.0262
C -5.9383 -1.1164 -3.7843
C -6.8007 -2.0136 -3.1705
C -6.7299 -2.2166 -1.7944
C -7.6799 -3.1513 -1.1429
O -8.5010 -3.7593 -1.8024
H -7.4329 -3.8576 4.1540
H -9.2063 -4.9707 2.8302
H -9.3143 -4.6463 0.3876
H -5.7959 -2.3869 3.0397
H -4.1881 -0.0850 -1.0731
H -4.3363 0.2891 -3.5053
H -5.9974 -0.9567 -4.8548
H -7.5309 -2.5513 -3.7638
```

Calculated values
- energy (hartree) = -2625.20584
- lowest unoccupied orbital energy (eV) = -1.2
- energy above the lowest of the compared OMol25 structures with the same formula, charge and spin (eV) = 0.937
- total charge = 0
- spin multiplicity = 1
- SMILES = N#CO[C@@H]1OC(=O)O[C@H]1CCSc1nnco1.O=C1c2ccccc2C(=O)c2ccccc21.O=C1c2ccccc2C(=O)c2ccccc21

(2)
Formula: C36H24AsBrF3N2O3RhS
Source: the Open Molecules 2025 dataset
Level of theory: ωB97M-V with the def2-TZVPD basis set

Structure (XYZ):
```
72
Properties=species:S:1:pos:R:3
Rh 1.0251 0.0856 0.1369
Br 4.5909 6.4822 -0.9322
C 3.4066 5.0474 -0.5795
C 2.0820 5.3259 -0.2329
C 1.2266 4.2761 -0.0143
C 1.6612 2.9314 -0.0852
O 0.7966 2.0087 0.1063
C 3.0585 2.6618 -0.3685
C 3.6242 1.3680 -0.3906
N 3.0087 0.2257 -0.1152
C 3.6346 -0.9850 -0.1651
C 5.0147 -1.2124 -0.3284
C 5.5064 -2.5029 -0.3772
C 4.6718 -3.6022 -0.2739
C 3.2920 -3.4316 -0.0766
C 2.3807 -4.5019 0.0578
C 1.0559 -4.2195 0.3066
C 0.6311 -2.9041 0.3970
N 1.4566 -1.8635 0.2152
C 2.7730 -2.1115 -0.0025
C 3.8860 3.7587 -0.6561
H 1.7414 6.3456 -0.1518
H 0.1823 4.4381 0.2027
H 4.6671 1.3141 -0.6898
H 5.7019 -0.3875 -0.4301
H 6.5670 -2.6559 -0.5144
H 5.0670 -4.6032 -0.3526
H 2.7278 -5.5193 -0.0240
H 0.3324 -5.0072 0.4370
H -0.4073 -2.6831 0.6230
H 4.9125 3.5888 -0.9445
S 0.6464 0.4583 2.7729
C -0.7440 -0.5184 3.1192
C -0.9292 -0.9665 4.4328
C -1.9809 -1.8022 4.7402
C -2.8481 -2.2225 3.7393
C -2.6949 -1.7474 2.4474
C -1.6795 -0.8577 2.1261
As -1.3818 -0.1385 0.3120
C -2.4583 1.4708 0.2974
C -3.1073 1.7886 -0.8905
C -3.8937 2.9226 -0.9702
C -4.0398 3.7384 0.1393
C -3.3767 3.4360 1.3176
C -2.5694 2.3119 1.3985
C -2.4922 -1.3685 -0.7101
C -1.8986 -2.2867 -1.5652
C -2.6630 -3.2567 -2.1912
C -4.0327 -3.2980 -1.9915
C -4.6407 -2.3472 -1.1880
C -3.8752 -1.3873 -0.5479
H -0.2167 -0.6663 5.1865
H -2.1213 -2.1386 5.7576
H -3.6482 -2.9131 3.9596
H -3.3857 -2.0646 1.6759
H -2.9681 1.1508 -1.7558
H -4.3805 3.1751 -1.8994
H -4.6612 4.6191 0.0824
H -3.4863 4.0896 2.1707
H -2.0298 2.0899 2.3146
H -0.8340 -2.2083 -1.7519
H -2.1878 -3.9836 -2.8329
H -4.6251 -4.0588 -2.4767
H -5.7120 -2.3560 -1.0548
H -4.3470 -0.6298 0.0720
F 1.2139 1.2587 -4.5910
C 1.2552 1.5153 -3.2759
F 1.8616 2.7045 -3.1335
F 2.0845 0.5938 -2.7287
C -0.1791 1.4475 -2.5799
O -0.8664 2.4399 -2.6596
O -0.3806 0.3363 -2.0452
```

Calculated values
- energy (hartree) = -7339.66443
- lowest unoccupied orbital energy (spin up / spin down) (eV) = -1.5 / -1.5
- energy above the lowest of the compared OMol25 structures with the same formula, charge and spin (eV) = 2.091
- total charge = 0
- spin multiplicity = 1

(3)
Formula: C36H25AsAuN3
Source: the Open Molecules 2025 dataset
Level of theory: ωB97M-V with the def2-TZVPD basis set

Structure (XYZ):
```
66
Properties=species:S:1:pos:R:3
Au -0.2882 -2.3649 -1.2630
C -4.4167 -0.8810 -1.0718
C -3.1578 -1.3132 -1.5118
N -2.2166 -1.7212 -0.6884
C -2.4301 -1.7265 0.6745
C -3.6912 -1.3411 1.1798
C -4.6773 -0.9098 0.2654
C -3.9526 -1.3815 2.5695
C -2.9712 -1.8072 3.4182
C -1.6997 -2.1635 2.9477
C -1.3616 -2.1148 1.5985
N -0.1835 -2.4437 1.0400
C 1.0821 -2.3955 1.4599
C 1.5637 -2.0226 2.7184
C 2.9293 -2.0242 3.0295
C 3.8786 -2.4007 2.1208
C 3.4706 -2.7434 0.8108
C 4.4124 -3.1036 -0.1798
C 4.0094 -3.3821 -1.4512
C 2.6454 -3.2640 -1.7545
N 1.7415 -2.9431 -0.8568
C 2.1041 -2.7128 0.4512
H -5.1503 -0.5497 -1.7932
H -2.9156 -1.3255 -2.5656
H -5.6418 -0.6002 0.6511
H -4.9291 -1.0875 2.9321
H -3.1703 -1.8664 4.4817
H -0.9613 -2.5208 3.6498
H 0.8575 -1.7278 3.4797
H 3.2332 -1.7335 4.0284
H 4.9294 -2.4315 2.3765
H 5.4604 -3.1474 0.0926
H 4.7097 -3.6606 -2.2256
H 2.2901 -3.4194 -2.7641
C 3.8784 4.2723 -0.3345
C 4.2488 2.9822 0.0147
C 3.3755 1.9261 -0.2130
C 2.1249 2.1569 -0.7783
C 1.7573 3.4527 -1.1226
C 2.6335 4.5060 -0.9045
As 0.9580 0.5962 -0.9862
C -0.4067 1.1268 0.2965
C -0.3258 1.0305 1.6756
C -1.3994 1.4447 2.4525
C -2.5471 1.9421 1.8475
C -2.6325 2.0329 0.4663
C -1.5579 1.6269 -0.3185
C -1.4934 1.6778 -1.7928
C -2.5163 2.0962 -2.6395
C -2.3173 2.0987 -4.0118
C -1.1052 1.6808 -4.5504
C -0.0857 1.2493 -3.7126
C -0.2765 1.2554 -2.3389
H 4.5585 5.0970 -0.1636
H 5.2178 2.7958 0.4603
H 3.6692 0.9166 0.0564
H 0.7840 3.6426 -1.5605
H 2.3433 5.5132 -1.1762
H 0.5633 0.6250 2.1447
H -1.3475 1.3646 3.5308
H -3.3844 2.2550 2.4587
H -3.5339 2.4207 0.0070
H -3.4661 2.4216 -2.2326
H -3.1121 2.4287 -4.6687
H -0.9601 1.6869 -5.6230
H 0.8533 0.9087 -4.1330
```

Calculated values
- energy (hartree) = -3922.59590
- lowest unoccupied orbital energy (eV) = 0.1
- energy above the lowest of the compared OMol25 structures with the same formula, charge and spin (eV) = 0.000
- total charge = 0
- spin multiplicity = 1